{
  "formula": "C51H41GeIN2O4S2V",
  "method": "ωB97M-V/def2-TZVPD",
  "symbols": ["H", "C", "C", "C", "H", "O", "H", "C", "C", "H", "Ge", "H", "H", "C", "H", "C", "H", "C", "C", "C", "N", "H", "C", "C", "H", "H", "C", "V", "H", "H", "C", "C", "H", "C", "C", "H", "C", "C", "O", "O", "C", "H", "C", "C", "C", "H", "H", "H", "H", "H", "C", "C", "C", "C", "I", "H", "H", "H", "C", "C", "H", "H", "H", "C", "H", "H", "C", "H", "H", "H", "C", "H", "C", "H", "C", "C", "C", "C", "H", "H", "C", "H", "C", "C", "H", "C", "H", "C", "N", "C", "C", "O", "H", "C", "C", "C", "C", "C", "C", "S", "H", "S", "C"],
  "xyz": [[-0.4676, -2.8888, -0.6387], [-2.2077, 0.8426, 2.5312], [-1.5118, -1.6972, 2.3318], [2.8001, 1.0357, 2.4748], [2.5715, 1.8338, 4.4554], [-1.1397, -0.1023, 0.5706], [-1.4066, 3.9167, -4.3528], [4.5844, 1.2289, 4.1057], [-5.7945, -1.1231, -0.4174], [-3.1844, -0.1359, 4.1711], [1.6796, 2.2706, -0.7259], [1.9607, -2.3008, 4.2761], [-3.5586, 1.9159, 5.4586], [3.2078, 4.9904, 2.2253], [6.0693, 4.3615, 0.5329], [-0.5026, -6.1712, 1.3870], [5.7512, -0.0446, 1.1956], [0.1730, -3.8652, 1.1611], [-3.0748, 1.9751, 4.4901], [-2.0098, -0.3986, 1.6466], [7.9626, 0.2114, 3.8149], [-2.8881, 4.1175, 4.5325], [-3.9024, -1.9862, 0.8040], [-2.0994, -3.7692, 5.0611], [-2.0228, 5.7933, -0.5528], [-0.4273, -1.8406, 6.2618], [-1.4630, -2.5221, 4.5110], [0.6668, -0.0717, 0.2546], [-2.0913, -1.2326, 6.1232], [-1.4556, -4.2168, 5.8207], [4.1323, 3.5805, 0.0301], [-0.5517, 4.2296, -0.6105], [0.3022, 2.4512, -3.3567], [5.0484, 0.3614, 1.9114], [-2.8481, 0.8077, 3.7699], [-1.8605, 4.2150, 2.2706], [2.6679, -2.6673, 3.5461], [-1.5173, 5.0601, -1.1704], [-2.2976, -1.9865, 3.4902], [1.0161, -1.6668, 0.7070], [-1.8258, 4.9512, -2.5187], [-0.8186, -0.5484, 5.1059], [3.7050, 0.5257, 1.5295], [-1.1608, -6.1075, 0.1634], [2.2575, -2.9369, 2.2463], [-1.7061, -2.4769, 1.6013], [-6.7157, -1.2856, -0.9639], [-1.6430, -4.8645, -1.5206], [-3.0634, -3.5281, 5.5111], [5.2460, 5.6220, 2.4986], [-0.0536, -1.9628, 2.8015], [5.0178, 4.3376, 0.7926], [-0.4770, -3.8075, -0.0670], [5.0157, 1.6075, 5.4389], [0.2542, -0.3307, -2.3796], [-2.2488, -4.4810, 4.2494], [1.3005, 4.1572, 1.7832], [-3.4095, -2.8602, 1.2066], [-0.2018, 3.1817, -2.7381], [-1.1405, -4.9258, -0.5627], [2.8399, 5.5318, 3.0885], [2.5571, 2.1560, -1.9852], [-0.3294, 4.3322, 0.4432], [3.2657, 1.4100, 3.7409], [4.5088, 3.0204, -0.8203], [-3.7443, 1.3724, 0.5721], [4.9198, -3.3265, 2.9988], [4.3046, -2.6402, 4.9350], [-5.8246, 1.0155, -0.6428], [0.6808, -5.1128, 2.8301], [0.1267, 3.2860, -1.3851], [-0.5030, -7.0928, 1.9569], [0.1644, -5.0586, 1.8799], [-5.4653, -3.2046, -0.0047], [-2.1250, 3.2604, 2.7117], [4.5114, -3.5990, 1.6954], [-5.0940, -2.1933, 0.1138], [-5.2939, 0.1611, -0.2402], [-1.4469, 2.1471, 1.0170], [2.8789, -3.5884, 0.3035], [3.9953, -2.8645, 3.9216], [5.9556, -3.4597, 3.2866], [5.4831, 0.6817, 3.1769], [-1.1676, 4.0091, -3.2998], [5.2289, -3.9514, 0.9642], [-2.7068, 3.2091, 3.9708], [-1.6797, -6.9773, -0.2219], [2.7762, 3.5016, 0.3520], [5.3398, 1.9093, 6.4998], [-1.8832, 2.0912, 2.0038], [-4.1115, 0.3611, 0.4533], [-0.2610, -2.8935, 3.8603], [-2.5764, 5.5964, -2.9589], [0.8565, -2.6319, 1.7410], [-1.1819, -1.4683, 5.5661], [4.5578, 5.0431, 1.8948], [3.1910, -3.4044, 1.3248], [-3.3856, -0.7047, 0.9840], [6.8687, 0.4220, 3.5318], [3.2298, 0.1121, -0.0802], [0.4357, -1.0557, 3.1622], [1.0908, 1.2360, 2.1366], [2.3332, 4.2216, 1.4666]],
  "s2": 2.026,
  "multiplicity": 3,
  "total_charge": -1,
  "fmax_ha_per_bohr": 0.061,
  "de_lowest_kcal_mol": 40.0
}